1.
ORCA calculation (ωB97M-V/def2-TZVPD) on 2 unconnected molecules or ions with the total composition C5H7ClNO3.

Properties
Multiplicity: 1
Molar mass in g/mol: 164.6
LUMO in Ha: 0.130
HOMO level in eV: -3.608
Total charge: -1

Geometry (Å):
C 0.7955 -0.1863 -1.2282
C -2.2189 -0.1545 1.5876
C 0.2041 0.0461 -2.6477
C 1.1770 -0.3739 1.7167
C -0.1074 0.2492 1.0956
N -0.1196 0.2028 -0.3404
O -2.7742 0.7351 1.0354
O 1.9181 -0.5789 -1.0996
O -2.3096 -1.0829 2.3268
Cl 0.0261 2.0230 1.6358
H 0.0445 1.1670 -2.8190
H 0.8450 -0.4985 -3.3877
H -0.9033 -0.1712 -2.8128
H 1.0662 -0.3500 2.7982
H 2.1409 0.2104 1.5666
H 1.2659 -1.4691 1.2509
H -1.0503 0.2319 -0.6781

2.
ORCA calculation (ωB97M-V/def2-TZVPD) on a molecular structure, C18H41IrOP3S.

Properties
Multiplicity: 6
<S²>: 8.796
Molar mass in g/mol: 590.7
LUMO (alpha / beta) in Ha: -0.426 / -0.579
HOMO level (alpha / beta) in eV: -16.591 / -20.730
Total charge: +4

Geometry (Å):
Ir 0.0713 -0.9931 0.9459
P -0.7007 -3.1272 0.8957
P 1.9053 -1.4070 -0.4163
P -1.9564 -0.0381 1.6549
H 1.4647 6.7048 -5.0191
C 1.0155 7.1977 -4.1607
C 1.7557 7.7089 -3.1800
H 2.8412 7.6553 -3.1953
C -1.6333 -3.5679 -0.6354
C 0.4366 -4.5904 0.9460
C -1.8814 -3.7354 2.1878
C 3.0791 -0.0289 -0.7383
C 3.1663 -2.7125 -0.0374
C 1.4771 -1.8567 -2.1530
C -2.1579 1.7958 1.7208
C -2.7809 -0.4107 3.2751
C -3.3330 -0.4962 0.5288
H -0.0701 7.2513 -4.1454
H 1.3064 8.2018 -2.3217
H -2.0154 -4.5947 -0.6032
H -0.9631 -3.4509 -1.4912
H -2.4640 -2.8718 -0.7719
H -0.1391 -5.5132 1.0783
H 1.1346 -4.4892 1.7809
H 1.0099 -4.6659 0.0194
H -2.0719 -4.8075 2.0647
H -2.8270 -3.1985 2.1258
H -1.4583 -3.5650 3.1809
H 3.9894 -0.4265 -1.2015
H 3.3235 0.4757 0.1987
H 2.6177 0.7045 -1.4021
H 3.4201 -3.2664 -0.9480
H 2.8080 -3.4148 0.7161
H 4.0745 -2.2325 0.3385
H 2.3281 -1.7080 -2.8270
H 0.6457 -1.2220 -2.4691
H 1.1499 -2.8977 -2.2105
H -3.1676 2.0424 2.0667
H -2.0010 2.2103 0.7230
H -1.4346 2.2215 2.4203
H -3.8483 -0.1741 3.2042
H -2.3440 0.2016 4.0692
H -2.6761 -1.4647 3.5438
H -4.2044 0.1473 0.6945
H -3.6035 -1.5403 0.7067
H -2.9935 -0.4025 -0.5046
C 0.4559 2.2116 -0.6041
C -0.4697 1.8274 -1.5897
C -0.5671 2.5258 -2.7931
C 0.2537 3.6242 -3.0500
C 1.1770 4.0171 -2.0753
C 1.2793 3.3257 -0.8728
S 0.6780 1.3894 0.9380
H -0.6921 -0.8745 -0.5029
H -1.1165 0.9793 -1.3821
H -1.2949 2.2054 -3.5355
H 0.1773 4.1655 -3.9885
H 1.8258 4.8713 -2.2551
H 2.0023 3.6372 -0.1233
C 0.5254 -1.9035 3.6455
O 1.1360 -1.1117 2.6735
H 0.6884 -2.9706 3.4179
H -0.5276 -1.6350 3.7660
H 1.0251 -1.7382 4.6255
H 1.1488 -0.1951 3.0507

3.
ORCA calculation (ωB97M-V/def2-TZVPD) on a molecular structure, C27H24FMoN4O7.

Properties
Multiplicity: 1
Molar mass in g/mol: 631.4
LUMO in Ha: -0.450
HOMO level in eV: -17.345
Total charge: +3

Geometry (Å):
Mo -0.8937 0.0487 -1.6021
O -1.4577 3.8585 -1.7958
C -1.1493 2.8359 -2.2654
O -1.8577 1.5989 -1.9988
C -0.0300 2.4673 -3.2020
C 0.5341 3.2209 -4.2147
C 1.2451 2.5306 -5.2004
C 1.2624 1.1316 -5.2231
C 0.6691 0.4778 -4.1605
N 0.1742 1.1617 -3.1391
C 0.1871 -0.9482 -4.0930
O 0.5719 -1.9127 -4.6319
O -0.9386 -0.9526 -3.1860
H 0.3654 4.2878 -4.2787
H 1.6897 3.0806 -6.0200
H 1.6532 0.5824 -6.0694
C -2.8738 0.0671 5.6068
C -1.9137 1.1798 5.2492
C -2.4395 2.5630 5.5820
C -1.3474 3.5950 5.3734
C -0.7405 3.4667 4.0042
C -0.0476 4.5132 3.4444
C 0.4978 4.4237 2.1558
F 1.1655 5.4641 1.6933
C 0.3427 3.3180 1.3733
C -0.3775 2.2357 1.9083
C -0.6446 1.0761 1.1537
O -0.1884 0.9992 -0.1173
C -1.3730 0.0362 1.6885
C -1.7720 0.1117 3.0304
N -1.5361 1.1743 3.7640
C -0.8871 2.2901 3.2339
C -1.7272 -1.1718 0.9310
O -1.7682 -2.2968 1.2276
O -2.0430 -0.7823 -0.4764
H -3.1024 0.1746 6.6665
H -2.4519 -0.9301 5.4866
H -3.8158 0.1448 5.0610
H -0.9550 1.0247 5.7525
H -2.7601 2.5585 6.6230
H -3.3223 2.7800 4.9748
H -0.5633 3.4666 6.1251
H -1.7309 4.6077 5.4941
H 0.0832 5.4388 3.9923
H 0.7652 3.2868 0.3808
H -2.2869 -0.7161 3.4937
N 0.6999 -1.2062 -1.1641
C 1.1997 -2.2489 -1.4252
N 1.7741 -3.3408 -1.6647
C 1.0043 -4.6450 -1.6347
C 1.0299 -5.2530 -3.0242
C 2.4477 -5.2508 -3.6404
C 3.5112 -4.7840 -2.6502
C 3.2220 -3.3841 -2.1432
H 0.0000 -4.4213 -1.2785
H 1.5088 -5.2503 -0.8836
H 0.3334 -4.7080 -3.6626
H 0.6402 -6.2675 -2.9308
H 2.4659 -4.5992 -4.5159
H 2.7016 -6.2486 -3.9914
H 4.4910 -4.7437 -3.1282
H 3.6118 -5.4746 -1.8116
H 3.2995 -2.6495 -2.9447
H 3.8475 -3.0932 -1.3014

4.
ORCA calculation (ωB97M-V/def2-TZVPD) on a molecular structure, C3H6O3Sc.

Properties
Multiplicity: 2
<S²>: 0.750
Molar mass in g/mol: 135.0
LUMO (alpha / beta) in Ha: -0.389 / -0.390
HOMO level (alpha / beta) in eV: -18.806 / -18.808
Total charge: +2

Geometry (Å):
H 0.5808 0.6662 -0.9690
O 1.5987 -0.4356 -1.3302
C 1.6140 -0.5504 -0.0890
O 2.5294 -0.2337 0.6723
Sc 4.6354 0.0147 0.8344
O 0.4014 0.2253 0.2068
C -0.8762 -0.4787 0.0539
C -1.9634 0.5565 0.1646
H -0.9081 -1.2429 0.8356
H -0.8784 -0.9530 -0.9348
H -1.8690 1.1343 1.0925
H -2.9395 0.0547 0.1555
H -1.9252 1.2425 -0.6925

5.
ORCA calculation (ωB97M-V/def2-TZVPD) on a gas-phase ion, C7H14N3 (charge +1).

Properties
Multiplicity: 1
Molar mass in g/mol: 140.2
LUMO in Ha: -0.168
HOMO level in eV: -13.757
Total charge: +1
SMILES: CCN(/C=C\[N+]#N)C(C)C

Geometry (Å):
C 1.6588 -0.7468 -1.2108
C 0.3741 -1.1839 -0.3695
N -0.0415 0.0323 0.4078
C 0.7781 0.6428 1.2242
C 2.0501 0.1223 1.6747
N 2.2053 -1.1328 1.7818
N 2.0651 -2.2294 1.6640
C -1.2332 0.7671 0.1390
C -2.4522 -0.1777 0.1685
C -1.2185 1.5900 -1.1583
H 2.5137 -0.9425 -0.5891
H 1.6773 -1.3690 -2.0535
H 1.4929 0.2067 -1.5148
H 0.7393 -2.1497 0.1285
H -0.4759 -1.4750 -1.0455
H 0.4261 1.5803 1.5738
H 2.7001 0.8161 2.1512
H -1.5074 1.4513 1.0260
H -3.2050 0.3774 0.6625
H -2.7706 -0.5892 -0.7540
H -2.3274 -1.0435 0.7948
H -1.9971 2.2756 -1.5139
H -1.2093 0.9624 -1.9773
H -0.2429 2.2152 -1.2102

6.
ORCA calculation (ωB97M-V/def2-TZVPD) on 2 unconnected molecules or ions with the total composition C3H11NOS2.

Properties
Multiplicity: 1
Molar mass in g/mol: 141.3
LUMO in Ha: 0.019
HOMO level in eV: -7.964
SMILES: CNCCSS.O

Geometry (Å):
C 2.3258 0.1811 -1.6760
N 1.0205 -0.3803 -1.2435
C -0.0448 0.6413 -1.1709
C -0.8037 0.5704 0.1290
S -2.1052 -0.8085 0.0852
S -2.9329 -0.5680 -1.7522
H 2.7202 -0.0651 -2.6719
H 2.3033 1.2473 -1.5760
H 3.0170 -0.1309 -0.8671
H 0.7710 -1.0710 -1.9394
H -0.5643 0.5496 -2.1171
H 0.4461 1.6338 -1.1300
H -0.1184 0.4003 0.9587
H -1.2929 1.5331 0.2840
H -3.8253 -1.6081 -1.7097
O -0.2628 -1.0989 5.4606
H -0.7785 -0.5781 4.8367
H 0.1250 -0.4480 6.0996